1.
Density functional theory data (ωB97M-V/def2-TZVPD) for 2 unconnected molecules or ions with the total composition CH2NO3S at a distorted geometry.

Structure (XYZ):
```
8
Properties=species:S:1:pos:R:3:forces:R:3
O -1.815857 1.210360 -0.414020 0.73 -1.21 0.40
H 2.729710 0.800221 -0.606715 0.22 -0.23 -0.28
S 1.983995 1.490806 0.244975 -0.75 -0.11 0.13
C -0.327049 -0.487100 -0.866791 1.96 -0.86 -1.91
N -1.214788 0.225918 0.013038 -1.70 1.53 2.32
O 0.184151 -1.494198 -0.236346 -0.47 0.20 0.36
O -1.422414 -0.272116 1.147171 -0.14 0.46 -0.72
H -0.117745 -1.473894 0.718686 0.14 0.24 -0.31
```
Positions in Å, forces in eV/Å.

Values from the calculation:
Frontier orbital gap (spin up / spin down), eV: 5.22 / 6.14
Spin multiplicity: 1
E_LUMO (spin up / spin down), eV: 2.082 / 2.541
Energy above the lowest of the compared OMol25 structures with the same formula, charge and spin, kcal/mol: 134.7
Net charge: -1

Calculated atomic charges, method Löwdin, unit e: atom 1 (O): 0.024, atom 2 (H): -0.439, atom 3 (S): -0.107, atom 4 (C): -0.112, atom 5 (N): -0.425, atom 6 (O): -0.016, atom 7 (O): -0.033, atom 8 (H): 0.108

***

2.
Density functional theory data (ωB97M-V/def2-TZVPD) for a gas-phase ion, C4H9OS (charge -1) at a distorted geometry.

Structure (XYZ):
```
15
Properties=species:S:1:pos:R:3:forces:R:3
S 2.956779 1.064134 -0.733274 0.43 0.08 0.20
H 1.620501 -0.925263 -0.807650 -0.06 -0.01 -0.28
H 0.383238 1.337670 0.797514 -0.05 0.58 -0.36
H -2.174189 -0.247408 -0.949161 0.08 0.03 -0.65
C -0.706266 -0.490436 0.586298 -0.06 -0.06 0.62
H -0.390907 -1.510876 0.350638 -0.15 -0.09 -0.32
H -2.430205 0.778397 0.446355 0.06 0.09 0.05
H 2.150371 -0.566888 0.758074 -0.14 0.38 0.39
O -3.007593 -1.204286 0.664388 -0.10 -0.01 0.08
H 0.031729 0.825226 -0.938461 -0.29 0.63 0.16
C 1.695730 -0.093910 -0.112053 -0.12 -0.20 -0.35
C 0.312295 0.532603 0.075455 0.33 -1.21 0.22
H 2.508874 1.266210 -1.977260 -0.22 -0.10 0.01
C -2.184115 -0.285580 0.158494 0.01 -0.17 0.20
H -0.766242 -0.479588 1.680637 0.27 0.07 0.05
```
Positions in Å, forces in eV/Å.

Values from the calculation:
Frontier orbital gap, eV: 5.17
SMILES string: [O-]CCCCS
Spin multiplicity: 1
E_LUMO, eV: 2.924
Energy above the lowest of the compared OMol25 structures with the same formula, charge and spin, kcal/mol: 29.8
Net charge: -1

Calculated atomic charges, method Löwdin, unit e: atom 1 (S): 0.633, atom 2 (H): 0.062, atom 3 (H): 0.095, atom 4 (H): 0.067, atom 5 (C): -0.243, atom 6 (H): 0.093, atom 7 (H): 0.079, atom 8 (H): 0.062, atom 9 (O): -0.367, atom 10 (H): 0.096, atom 11 (C): -0.606, atom 12 (C): -0.298, atom 13 (H): -0.171, atom 14 (C): -0.600, atom 15 (H): 0.097

***

Record order is preserved below.
Calculated total energy: -717.826714, -631.209587 a.u.